# 1
C3H6N2O3 | ωB97M-V/def2-TZVPD

molecular weight	118.09	g/mol
HOMO level	-10.0	eV
energy above the lowest of the compared OMol25 structures with the same formula, charge and spin	6.148	eV
LUMO level	-0.425	eV
orbital gap	9.58	eV
E	-452.975093	Ha

Positions of all 14 atoms, in Å:
C1 -0.793 -0.309 -0.753
C2 -1.182 -1.099 0.450
C3 0.305 0.378 0.000
N1 0.333 1.754 0.119
N2 1.677 -0.148 -0.171
O1 2.623 0.566 -0.048
O2 1.802 -1.342 -0.441
O3 -0.252 -0.493 1.370
H1 -0.446 -0.799 -1.785
H2 -1.649 0.379 -1.020
H3 -2.210 -0.962 0.771
H4 -1.125 -2.270 0.467
H5 1.319 2.080 0.315
H6 -0.403 2.265 0.726


# 2
C7H6Br2NO5 | ωB97M-V/def2-TZVPD

net charge	-1
molecular weight	343.93	g/mol
HOMO level	-4.5	eV
energy above the lowest of the compared OMol25 structures with the same formula, charge and spin	1.759	eV
LUMO level	2.958	eV
orbital gap	7.46	eV
E	-5849.370335	Ha

Positions of all 21 atoms, in Å:
C1 -1.383 -0.729 0.794
C2 -1.637 -0.286 -0.504
C3 0.003 -0.680 0.892
C4 -0.465 -0.027 -1.102
C5 2.077 2.120 0.103
C6 2.642 0.663 0.502
C7 1.968 -0.266 -0.569
N1 0.584 -0.315 -0.307
O1 2.201 2.412 -1.089
O2 1.575 2.737 1.036
O3 0.778 -1.102 1.923
O4 -0.263 0.295 -2.372
O5 2.317 0.039 -1.844
Br1 4.500 0.699 0.260
Br2 2.686 -2.199 -0.251
H1 -2.220 -0.719 1.453
H2 -2.475 0.083 -1.044
H3 2.532 0.610 1.556
H4 0.392 -1.825 2.390
H5 -0.823 1.038 -2.566
H6 2.579 1.041 -1.978


# 3
C30H75N5O10 | ωB97M-V/def2-TZVPD

molecular weight	665.95	g/mol
HOMO level	-8.3	eV
energy above the lowest of the compared OMol25 structures with the same formula, charge and spin	1.123	eV
LUMO level	0.715	eV
orbital gap	9.03	eV
E	-2213.898363	Ha

Positions of all 120 atoms, in Å:
C1 -0.426 1.357 14.314
O1 0.268 0.252 14.867
C2 1.511 0.623 15.452
C3 2.492 1.261 14.463
N1 2.579 0.429 13.253
C4 3.524 0.954 12.267
C5 3.333 0.355 10.884
O2 2.182 0.891 10.262
C6 1.930 0.435 8.953
H1 -1.383 0.983 13.946
H2 0.156 1.815 13.511
H3 -0.692 2.033 15.139
H4 1.958 -0.285 15.867
H5 1.357 1.184 16.382
H6 3.538 1.224 14.776
H7 2.087 2.269 14.298
H8 1.627 0.386 12.897
H9 4.500 0.617 12.626
H10 3.455 2.048 12.242
H11 3.115 -0.718 10.989
H12 4.202 0.422 10.216
H13 2.029 -0.652 8.826
H14 2.600 0.878 8.210
H15 0.891 0.654 8.713
C7 -0.702 3.497 6.230
O3 -0.576 2.195 6.788
C8 -0.990 1.202 5.885
C9 -0.795 -0.174 6.511
N2 -1.809 -0.280 7.550
C10 -1.647 -1.354 8.517
C11 -2.454 -1.030 9.777
O4 -1.824 -0.012 10.524
C12 -0.813 -0.468 11.395
H16 -0.258 3.535 5.234
H17 -0.186 4.192 6.886
H18 -1.757 3.774 6.165
H19 -0.382 1.260 4.969
H20 -2.027 1.311 5.551
H21 0.180 -0.321 6.996
H22 -0.901 -0.906 5.708
H23 -1.783 0.555 8.129
H24 -0.590 -1.448 8.819
H25 -1.893 -2.367 8.185
H26 -2.636 -1.945 10.354
H27 -3.449 -0.684 9.488
H28 -1.253 -1.225 12.052
H29 -0.474 0.355 12.028
H30 0.091 -0.798 10.873
C13 1.300 -2.844 13.816
O5 2.547 -3.080 13.175
C14 2.535 -3.968 12.080
C15 1.700 -3.440 10.947
N3 2.155 -3.698 9.586
C16 3.524 -3.192 9.348
C17 3.938 -3.282 7.897
O6 3.365 -2.196 7.197
C18 2.152 -2.457 6.513
H31 1.494 -2.494 14.829
H32 0.742 -3.776 13.939
H33 0.773 -2.053 13.284
H34 2.207 -4.975 12.374
H35 3.609 -4.081 11.907
H36 1.427 -2.377 11.015
H37 0.715 -3.895 11.133
H38 1.519 -3.258 8.938
H39 4.141 -3.890 9.923
H40 3.838 -2.205 9.701
H41 3.758 -4.289 7.508
H42 5.028 -3.200 7.961
H43 1.399 -2.556 7.306
H44 2.241 -3.422 6.009
H45 1.845 -1.635 5.873
C19 -1.867 -6.865 7.616
O7 -1.703 -6.262 8.889
C20 -1.740 -7.195 9.933
C21 -1.505 -6.554 11.271
N4 -1.420 -7.501 12.358
C22 -1.063 -7.004 13.680
C23 -2.109 -6.080 14.238
O8 -1.994 -4.794 13.611
C24 -2.989 -3.904 13.989
H46 -2.911 -7.198 7.620
H47 -1.271 -7.744 7.359
H48 -1.741 -6.107 6.850
H49 -0.962 -7.957 9.758
H50 -2.729 -7.676 9.961
H51 -2.423 -5.977 11.434
H52 -0.678 -5.834 11.222
H53 -0.777 -8.265 12.175
H54 -0.084 -6.514 13.784
H55 -0.992 -7.840 14.380
H56 -1.808 -5.817 15.265
H57 -3.128 -6.469 14.270
H58 -2.938 -3.687 15.063
H59 -4.013 -4.209 13.723
H60 -2.961 -2.948 13.458
C25 -5.905 2.634 8.646
O9 -4.927 3.624 8.751
C26 -3.581 3.148 8.714
C27 -2.567 4.194 9.018
N5 -2.373 4.440 10.458
C28 -1.687 3.327 11.103
C29 -0.188 3.276 10.800
O10 0.427 4.551 10.979
C30 1.776 4.508 10.593
H61 -6.738 2.930 9.291
H62 -5.596 1.644 8.999
H63 -6.312 2.565 7.632
H64 -3.458 2.714 7.711
H65 -3.562 2.326 9.442
H66 -2.666 5.160 8.519
H67 -1.566 3.903 8.672
H68 -1.760 5.230 10.611
H69 -2.137 2.353 10.912
H70 -1.663 3.401 12.198
H71 0.092 2.943 9.793
H72 0.212 2.566 11.537
H73 1.856 4.305 9.514
H74 2.448 3.878 11.174
H75 2.135 5.545 10.595


Repeat the first record exactly.
C3H6N2O3 | ωB97M-V/def2-TZVPD

molecular weight	118.09	g/mol
HOMO level	-10.0	eV
energy above the lowest of the compared OMol25 structures with the same formula, charge and spin	6.148	eV
LUMO level	-0.425	eV
orbital gap	9.58	eV
E	-452.975093	Ha

Positions of all 14 atoms, in Å:
C1 -0.793 -0.309 -0.753
C2 -1.182 -1.099 0.450
C3 0.305 0.378 0.000
N1 0.333 1.754 0.119
N2 1.677 -0.148 -0.171
O1 2.623 0.566 -0.048
O2 1.802 -1.342 -0.441
O3 -0.252 -0.493 1.370
H1 -0.446 -0.799 -1.785
H2 -1.649 0.379 -1.020
H3 -2.210 -0.962 0.771
H4 -1.125 -2.270 0.467
H5 1.319 2.080 0.315
H6 -0.403 2.265 0.726


- Which value of LUMO level does entry 1 give?
  -0.425 eV


- The lowest E belongs to which entry?
  C7H6Br2NO5


- Look up the HOMO level of the third one.
  -8.3 eV